{
  "formula": "CH2O2S3",
  "method": "ωB97M-V/def2-TZVPD",
  "species": ["C", "O", "O", "S", "S", "S", "H", "H"],
  "xyz": [[1.474851, 0.628593, -0.242024], [1.110187, -1.448777, 0.757378], [-0.770656, -2.798114, 0.093084], [1.805406, 1.778800, 0.738420], [-1.685184, 1.812769, -0.591532], [0.429548, -2.159766, -0.328193], [-1.966171, 0.649509, 0.096650], [-0.397980, 1.536984, -0.523782]],
  "forces_ev_per_angstrom": [[0.72, 1.89, 0.12], [-0.58, -1.61, -1.30], [-0.64, -0.50, -0.48], [0.04, -1.00, -0.48], [-0.91, -0.82, 0.46], [1.03, 1.14, 2.32], [0.06, 0.85, -0.46], [0.28, 0.05, -0.18]],
  "orbital_gap_ev": 8.264,
  "relative_energy_kcal_mol": 57.6,
  "mol_weight_g_mol": 142.2,
  "e_homo_ev": -9.71,
  "total_charge": 0
}

---

{
  "formula": "CH2O3P2",
  "method": "ωB97M-V/def2-TZVPD",
  "species": ["H", "P", "C", "P", "O", "O", "O", "H"],
  "xyz": [[1.200965, 0.856178, -0.561751], [0.028594, 1.420015, 0.007792], [-1.023602, 0.170700, -0.035674], [-2.847639, 0.005033, 0.061459], [-3.111884, -1.491919, -0.032227], [-3.233519, 0.674599, -1.267710], [-3.379354, 0.731956, 1.261031], [-0.572476, -0.803100, -0.562371]],
  "forces_ev_per_angstrom": [[0.29, -0.37, -0.15], [0.51, 1.76, 0.68], [0.98, -3.30, -2.00], [-2.19, -0.26, -1.73], [0.53, -0.34, 0.72], [0.67, 0.25, 0.09], [0.29, 0.30, 1.12], [-1.08, 1.97, 1.26]],
  "orbital_gap_ev": 6.445,
  "relative_energy_kcal_mol": 20.6,
  "mol_weight_g_mol": 124.0,
  "e_homo_ev": 0.92,
  "total_charge": -2
}

---

{
  "formula": "CH2O3S",
  "method": "ωB97M-V/def2-TZVPD",
  "species": ["O", "C", "O", "H", "H", "O", "S"],
  "xyz": [[-1.059374, -1.477247, 0.462015], [-1.500940, -0.423621, -0.006864], [-0.891908, 0.719044, -0.044818], [-2.505034, -0.143731, -0.379432], [-0.049949, 0.638483, 0.334202], [2.298462, 0.475610, -0.028181], [3.708740, 0.211464, -0.336922]],
  "forces_ev_per_angstrom": [[-1.16, 2.41, -1.37], [-0.59, -2.55, 1.30], [-0.58, 1.61, -0.81], [-0.13, -1.32, -0.06], [2.54, -0.18, 0.92], [-0.68, 0.15, 0.16], [0.60, -0.13, -0.13]],
  "orbital_gap_ev": [7.803, 7.808],
  "relative_energy_kcal_mol": 18.9,
  "mol_weight_g_mol": 94.1,
  "e_homo_ev": [-9.67, -9.67],
  "total_charge": 0
}